Computed, not measured: a structure of composition C23H16AsO6Y, with wB97M-V/def2-TZVPD.

Each line ends with the Löwdin charge.
Geometry (Å):
O  0.67385  0.69006  -1.51315  -0.226
C  0.01961  -0.38510  -1.79890  -0.326
Y  0.85189  0.11387  0.54751  1.397
C  -1.11785  1.20728  1.58410  -0.014
O  -1.98989  1.43802  2.33343  0.181
C  0.25048  -1.59100  -1.10239  -0.287
O  0.05273  -2.79831  -1.23313  0.163
C  3.19265  -0.04214  -0.97325  0.071
O  4.11915  -0.14626  -1.63586  0.164
C  -1.71145  -0.17138  -0.03500  -0.042
O  -2.75765  0.14775  -0.42186  0.206
H  -0.44346  -0.37238  -2.80444  0.177
O  1.49340  -1.02730  2.10130  -0.624
As  1.63896  -1.37337  3.78343  1.343
C  3.10681  -2.62474  3.84890  -0.302
C  2.89475  -3.78728  4.58846  -0.085
C  3.97794  -4.62891  4.81314  -0.045
C  5.23942  -4.29033  4.34306  -0.038
C  5.43932  -3.09918  3.65843  -0.047
C  4.36824  -2.24928  3.39134  -0.085
C  2.11402  0.37303  4.50302  -0.301
C  1.34310  0.87677  5.55864  -0.086
C  1.67638  2.12309  6.08805  -0.044
C  2.73151  2.85854  5.54718  -0.040
C  3.48740  2.33961  4.50610  -0.053
C  3.17410  1.09579  3.96086  -0.107
C  -0.10939  -2.02380  4.27436  -0.313
C  -1.11110  -2.25170  3.33229  -0.088
C  -2.33104  -2.74657  3.78984  -0.044
C  -2.53946  -2.96115  5.14674  -0.031
C  -1.53156  -2.71063  6.05240  -0.041
C  -0.28664  -2.29311  5.62567  -0.112
H  1.90816  -3.98169  5.00340  0.100
H  3.82146  -5.51677  5.40590  0.119
H  6.07862  -4.94172  4.55830  0.124
H  6.43443  -2.81192  3.35352  0.118
H  4.52510  -1.29075  2.89801  0.093
H  0.46864  0.32234  5.91202  0.100
H  1.06849  2.49900  6.90785  0.123
H  2.97616  3.81918  5.98725  0.124
H  4.30652  2.90542  4.09245  0.117
H  3.69885  0.74662  3.07276  0.091
H  -0.92198  -2.14464  2.25555  0.092
H  -3.12727  -2.91231  3.07769  0.118
H  -3.49332  -3.33352  5.48416  0.125
H  -1.64490  -2.93386  7.09134  0.120
H  0.53334  -2.10148  6.30134  0.114

Computed properties:
- LUMO level (alpha / beta) (eV) = -8.4 / -8.2
- gap between HOMO and LUMO (alpha / beta) (eV) = 6.6 / 6.7
- multiplicity = 1
- molar mass (g mol⁻¹) = 552.20
- charge = +2
- electronic energy (hartree) = -3610.95169

---

Computed, not measured: a structure of composition C23H16B3Cl68O5PS, with wB97M-V/def2-TZVPD.

Each line ends with the Löwdin charge.
Geometry (Å):
C  0.30617  -1.78966  5.41072  -0.099
C  -0.56296  -3.05959  5.52670  -0.232
C  -2.06435  -2.85522  5.16022  -0.205
C  -2.33994  -1.66866  4.22688  -0.207
C  -1.96942  -1.96929  2.74043  -0.035
B  -1.52145  -0.66957  1.97592  -0.527
O  -1.99832  0.61366  2.32270  0.270
B  -0.88636  1.34934  2.74748  -0.481
C  -1.03456  2.37233  3.96434  -0.035
O  0.03291  3.34098  3.92275  -0.250
O  -0.54323  4.58322  3.51520  -0.045
O  0.37187  1.22460  2.14697  0.235
B  0.47641  0.15982  1.25682  -0.808
P  2.21799  -0.18155  0.50158  0.348
S  3.33176  -0.70870  2.04062  0.119
O  -0.56940  -0.68048  0.91916  0.196
H  -0.14100  -0.91032  5.88613  0.074
H  0.56339  -1.55077  4.36956  0.069
H  1.26052  -1.98011  5.91447  0.060
H  -0.53139  -3.36774  6.57777  0.099
H  -0.13174  -3.83367  4.88680  0.101
H  -2.40183  -3.76857  4.65059  0.108
H  -2.67706  -2.75939  6.06329  0.105
H  -1.91124  -0.72677  4.58147  0.088
H  -3.42633  -1.50043  4.23956  0.117
H  -2.85997  -2.36694  2.22922  0.121
H  -1.20869  -2.75848  2.70495  0.119
H  -2.01499  2.85319  3.99403  0.129
H  -0.89486  1.78147  4.88454  0.132
H  -0.66757  4.49146  2.55878  0.103
H  2.76367  0.92329  -0.18260  -0.098
H  2.07881  -1.27645  -0.38729  -0.010
C  0.83398  1.47699  -3.28000  -1.984
Cl  2.52825  1.12104  -3.64039  0.541
Cl  0.45710  0.89455  -1.64246  0.549
Cl  0.56275  3.22178  -3.35658  0.552
Cl  -0.20520  0.65272  -4.44218  0.513
C  -4.12227  -0.63114  -1.55175  -2.009
Cl  -4.26718  -2.39130  -1.43356  0.541
Cl  -5.12253  -0.04573  -2.88744  0.523
Cl  -4.65307  0.10528  -0.03129  0.526
Cl  -2.43620  -0.18703  -1.83545  0.523
C  3.16549  5.20336  4.17331  -2.013
Cl  4.84260  5.28209  4.73944  0.524
Cl  2.89981  6.45730  2.95074  0.502
Cl  2.85044  3.61606  3.46791  0.575
Cl  2.07660  5.47730  5.53678  0.517
C  0.38890  -2.60125  -7.20933  -2.025
Cl  -0.08800  -4.29307  -7.01707  0.465
Cl  1.68192  -2.22872  -6.05964  0.517
Cl  0.96391  -2.32370  -8.85823  0.539
Cl  -1.00371  -1.55731  -6.88698  0.510
C  3.32032  10.73030  2.54135  -2.029
Cl  2.49526  9.58093  1.47875  0.484
Cl  3.34870  10.08074  4.18534  0.501
Cl  4.97430  10.98390  1.96874  0.534
Cl  2.45054  12.26975  2.53654  0.519
C  6.01638  1.97313  -1.00222  -2.026
Cl  5.45954  0.30402  -0.84252  0.480
Cl  7.35341  2.25567  0.11814  0.538
Cl  6.56367  2.25861  -2.66157  0.524
Cl  4.68386  3.07747  -0.62258  0.523
C  -1.70486  -8.19353  -6.78264  -2.001
Cl  -1.10742  -6.83494  -5.81691  0.461
Cl  -3.47661  -8.15468  -6.77769  0.478
Cl  -1.10052  -8.03930  -8.43695  0.522
Cl  -1.14512  -9.72741  -6.09865  0.527
C  -5.26278  3.97482  -0.66966  -2.037
Cl  -3.59451  3.59059  -1.12512  0.512
Cl  -5.58586  3.35873  0.95906  0.508
Cl  -5.49153  5.72851  -0.68802  0.533
Cl  -6.37337  3.22154  -1.81891  0.492
C  -1.48987  10.80828  1.68006  -2.045
Cl  -3.15298  10.72373  1.08102  0.521
Cl  -1.35279  12.12787  2.84992  0.517
Cl  -1.06770  9.28068  2.46725  0.509
Cl  -0.38917  11.10249  0.32530  0.499
C  -7.07082  -6.48748  -5.87705  -2.028
Cl  -6.33082  -7.90755  -6.63424  0.474
Cl  -8.71404  -6.28343  -6.50207  0.530
Cl  -7.13015  -6.74125  -4.12647  0.530
Cl  -6.13395  -5.02726  -6.22110  0.500
C  7.28580  -3.29662  -0.80672  -2.029
Cl  7.95500  -1.99254  0.18245  0.519
Cl  5.51821  -3.20138  -0.80367  0.502
Cl  7.87519  -3.13179  -2.46478  0.511
Cl  7.78240  -4.86024  -0.12406  0.505
C  -9.70496  1.10656  -1.04626  -2.047
Cl  -10.80838  -0.26754  -0.89481  0.528
Cl  -8.11979  0.66928  -0.40040  0.478
Cl  -9.54003  1.54504  -2.75411  0.512
Cl  -10.34905  2.48477  -0.14404  0.526
C  9.67944  -7.09312  -4.21584  -2.047
Cl  9.04213  -6.35411  -2.74230  0.479
Cl  9.92277  -5.83999  -5.44221  0.518
Cl  11.22405  -7.88164  -3.86505  0.522
Cl  8.52861  -8.29340  -4.82140  0.518
C  4.63915  0.47869  7.53121  -2.055
Cl  6.31731  0.64639  8.07001  0.517
Cl  4.29775  1.68363  6.28586  0.507
Cl  4.39845  -1.14319  6.86941  0.518
Cl  3.55239  0.72454  8.90694  0.513
C  1.96543  -7.04310  -3.08520  -2.040
Cl  1.51565  -5.78131  -4.24340  0.479
Cl  3.72010  -7.26512  -3.11578  0.527
Cl  1.46149  -6.55360  -1.46097  0.524
Cl  1.17212  -8.56095  -3.51550  0.513
C  -4.28427  -5.41022  -10.23431  -2.033
Cl  -4.56103  -4.30722  -11.59101  0.529
Cl  -3.81857  -7.00096  -10.85191  0.520
Cl  -2.99286  -4.76657  -9.20923  0.499
Cl  -5.76291  -5.55624  -9.27768  0.494
C  0.14042  8.33380  7.53802  -2.038
Cl  -1.49846  8.31962  6.87259  0.523
Cl  0.28111  9.63036  8.73384  0.526
Cl  0.47408  6.77850  8.31561  0.515
Cl  1.29969  8.60456  6.23197  0.470

Computed properties:
- LUMO level (eV) = -0.3
- gap between HOMO and LUMO (eV) = 8.1
- multiplicity = 1
- molar mass (g mol⁻¹) = 2878.66
- charge = 0
- electronic energy (hartree) = -33369.30133

---

Computed, not measured: a structure of composition C23H16Br2Cl2N3O4Ti, with wB97M-V/def2-TZVPD.

Each line ends with the Löwdin charge.
Geometry (Å):
Ti  -0.81778  1.87116  -0.25292  1.015
Br  0.33550  -3.67697  -4.24510  0.779
C  1.39001  -3.61839  -2.67250  -0.680
C  2.30658  -2.59108  -2.51335  -0.131
C  3.04457  -2.51329  -1.34431  -0.016
C  2.86976  -3.46665  -0.34717  -0.276
C  2.00426  -4.53330  -0.55503  -0.033
C  1.23832  -4.59948  -1.70679  -0.112
N  3.65075  -3.47582  0.85956  0.084
N  3.73345  -2.48101  1.59494  0.088
C  2.99233  -1.28321  1.31385  -0.242
C  3.67976  -0.11370  1.12466  -0.019
C  3.02462  1.09032  0.81248  0.016
C  1.65246  1.14521  0.75039  -0.347
O  0.94606  2.23189  0.44191  -0.193
C  0.92685  -0.05746  1.00132  -0.156
N  -0.42793  0.04013  0.86016  0.040
C  -1.17410  -1.01554  1.10019  -0.076
C  -0.62071  -2.23609  1.52265  -0.011
C  0.73883  -2.36373  1.61624  0.018
C  1.57301  -1.26461  1.30561  -0.093
H  2.43698  -1.85179  -3.29052  0.096
H  3.75390  -1.70936  -1.21030  0.120
H  1.92735  -5.30426  0.20155  0.119
H  0.53756  -5.40860  -1.85804  0.105
H  4.76139  -0.13743  1.17930  0.121
H  3.59310  1.99318  0.63347  0.123
H  -2.24022  -0.90543  0.94585  0.126
H  -1.27571  -3.06469  1.74993  0.115
H  1.17932  -3.29883  1.93508  0.117
Br  -5.14846  5.28222  3.73527  0.711
C  -3.95005  4.30222  2.63385  -0.701
C  -2.58675  4.49526  2.77404  -0.141
C  -1.72034  3.77768  1.95704  -0.126
C  -2.18404  2.86331  1.00106  -0.231
C  -3.57167  2.70646  0.89628  -0.117
C  -4.45657  3.41306  1.70311  -0.139
H  -2.20907  5.19399  3.50866  0.097
H  -0.65279  3.93290  2.08412  0.093
H  -3.98387  2.02132  0.16245  0.093
H  -5.52578  3.27785  1.60790  0.098
Cl  0.61576  0.54267  -2.48901  0.711
C  -0.86741  -0.33274  -2.97498  -0.960
Cl  -1.27939  0.00437  -4.65650  0.637
C  -2.02002  0.10201  -2.04819  -0.747
O  -2.77296  -0.75280  -1.64181  0.086
O  -2.04181  1.37119  -1.76336  -0.194
H  -0.67781  -1.39540  -2.87154  0.016
O  -0.60536  3.69190  -1.47372  -0.059
H  -1.29408  3.62459  -2.15042  0.087
H  -0.80779  4.47674  -0.94738  0.091

Computed properties:
- LUMO level (alpha / beta) (eV) = -0.8 / -0.8
- gap between HOMO and LUMO (alpha / beta) (eV) = 7.1 / 7.5
- multiplicity = 2
- molar mass (g mol⁻¹) = 676.98
- charge = 0
- electronic energy (hartree) = -8269.25771

---

Computed, not measured: a structure of composition C23H16F3N7O4RhS, with wB97M-V/def2-TZVPD.

Each line ends with the Löwdin charge.
Geometry (Å):
Rh  -0.20196  0.38000  -1.20252  1.275
O  -2.43090  0.33451  0.87429  -0.309
S  -1.30904  0.64800  1.72488  0.604
O  -1.21248  1.94448  2.32568  -0.256
N  -0.01479  0.33120  0.78633  -0.246
C  1.29068  0.54398  1.23922  -0.245
C  1.71559  0.75327  2.52741  0.015
C  3.09236  0.88089  2.81252  -0.034
C  4.04085  0.80651  1.83605  -0.024
C  3.63869  0.61481  0.49867  -0.137
C  4.53086  0.56376  -0.59231  0.027
C  4.05391  0.41047  -1.86146  -0.024
C  2.67284  0.28946  -2.06633  -0.087
N  1.81803  0.32287  -1.07189  -0.012
C  2.26385  0.48914  0.21804  -0.132
C  -1.22998  -0.56048  3.00611  -0.300
C  -0.72348  -1.83024  2.75037  -0.077
C  -0.77222  -2.78625  3.75226  -0.061
C  -1.31369  -2.46599  4.99166  -0.060
C  -1.78998  -1.18720  5.24300  -0.052
C  -1.75388  -0.22225  4.24684  -0.043
H  0.99454  0.84372  3.32666  0.112
H  3.39752  1.04767  3.83716  0.119
H  5.09263  0.90521  2.06938  0.122
H  5.59600  0.65072  -0.41442  0.133
H  4.71746  0.37618  -2.71337  0.117
H  2.26974  0.15526  -3.05949  0.104
H  -0.27321  -2.05172  1.79085  0.105
H  -0.38151  -3.77898  3.57041  0.111
H  -1.35743  -3.21845  5.76854  0.112
H  -2.18782  -0.93812  6.21793  0.115
H  -2.12510  0.77973  4.41921  0.122
N  -0.35215  0.42230  -5.39713  0.068
C  0.08553  1.05497  -4.30889  -0.085
N  -0.30828  0.36312  -3.25949  -0.002
C  -0.98595  -0.69750  -3.77891  -0.277
N  -1.03686  -0.69445  -5.08098  0.169
C  -1.59556  -1.66135  -2.85043  -0.167
C  -2.30317  -2.77282  -3.26532  -0.034
N  -2.91749  -3.57182  -2.39320  0.123
C  -2.84368  -3.23426  -1.11681  -0.060
C  -2.12660  -2.12222  -0.68123  -0.049
N  -1.48022  -1.35350  -1.54918  0.045
H  -0.24976  0.68974  -6.36369  0.177
H  0.63879  1.98084  -4.30550  0.159
H  -2.36747  -3.00928  -4.32044  0.130
H  -3.37119  -3.86111  -0.40907  0.126
H  -2.10481  -1.83036  0.35590  0.088
F  -2.70379  4.45519  -1.23150  0.192
C  -1.40543  4.22541  -1.10511  -0.556
F  -0.97882  4.70876  0.05772  0.189
F  -0.75547  4.86289  -2.09906  0.157
C  -1.09784  2.72048  -1.21584  -0.508
O  0.11587  2.37933  -0.99023  -0.039
O  -1.96375  1.91347  -1.54325  0.058

Computed properties:
- LUMO level (eV) = -4.4
- gap between HOMO and LUMO (eV) = 6.6
- multiplicity = 1
- molar mass (g mol⁻¹) = 646.39
- charge = +1
- electronic energy (hartree) = -2378.50262

---

> The highest molar mass belongs to which entry?

C23H16B3Cl68O5PS

---

> Which formula does entry 4 have?

C23H16F3N7O4RhS